No. 1
ORCA calculation (ωB97M-V/def2-TZVPD) on 7 unconnected molecules or ions with the total composition C28H42O21 in a non-equilibrium geometry.

The HOMO energy is -10.60 eV. The value obtained for the HOMO-LUMO gap is 10.48 eV. As for the SMILES: C[C@H]1COC(=O)O1.C[C@H]1COC(=O)O1.C[C@H]1COC(=O)O1.C[C@H]1COC(=O)O1.C[C@H]1COC(=O)O1.C[C@H]1COC(=O)O1.C[C@H]1COC(=O)O1.

```
! RIJCOSX wB97M-V def2-TZVPD def2/J DEFGRID3
* xyz 0 1
C -17.57006 14.27478 8.04726
C -17.18210 13.78406 6.61867
C -16.36035 14.74293 5.79965
O -15.25812 13.99930 5.30049
C -15.24698 12.84842 5.96019
O -14.29157 12.08277 5.84120
O -16.31675 12.70845 6.78252
H -16.74707 14.63220 8.66615
H -18.23811 13.62064 8.60753
H -18.11402 15.20693 7.89452
H -18.04773 13.35001 6.11827
H -15.94624 15.64707 6.24588
H -16.99046 14.93086 4.93031
C -13.57954 18.19011 -0.63242
C -13.06576 18.40497 -2.08442
C -13.21209 19.79308 -2.53591
O -11.92509 20.12208 -3.03853
C -11.03935 19.21962 -2.56308
O -9.79158 19.35513 -2.56608
O -11.72010 18.20421 -1.98751
H -13.12107 18.91478 0.04046
H -13.38313 17.17851 -0.27719
H -14.62450 18.46112 -0.48171
H -13.42193 17.61908 -2.75047
H -13.43455 20.40979 -1.66512
H -13.99763 19.89067 -3.28525
C -9.05152 12.86099 3.38423
C -8.33843 12.24306 4.61554
C -8.58786 10.77523 4.92990
O -7.25461 10.17844 4.85328
C -6.37638 11.10022 4.42207
O -5.20369 10.87940 4.26835
O -6.97544 12.30302 4.31669
H -8.55095 13.78668 3.10028
H -10.10760 13.13072 3.38417
H -8.89503 12.08015 2.63999
H -8.49746 12.79435 5.54231
H -9.28123 10.22869 4.29065
H -9.05546 10.67447 5.90933
C -11.96791 19.00635 5.41673
C -11.47243 18.59775 6.79902
C -10.68526 19.57885 7.61913
O -11.34972 19.53614 8.90798
C -12.37280 18.73451 8.87313
O -13.12406 18.46836 9.77992
O -12.55761 18.30744 7.66417
H -12.59695 18.21081 5.01732
H -11.09770 19.18673 4.78561
H -12.55418 19.92523 5.40989
H -10.87838 17.68688 6.72484
H -10.76517 20.59037 7.22099
H -9.60760 19.43399 7.69504
C -13.95672 17.75925 16.96603
C -12.58764 18.47775 16.89455
C -12.54778 19.82698 16.09659
O -11.94458 20.78271 16.92595
C -11.82168 20.29596 18.08383
O -11.36770 20.84498 19.11501
O -12.27964 19.00205 18.13485
H -13.88911 16.89953 17.63267
H -14.19539 17.27956 16.01680
H -14.70800 18.52820 17.14603
H -11.77269 17.81686 16.59931
H -13.58343 20.09837 15.89194
H -12.07675 19.68582 15.12381
C -1.01016 21.48550 5.71851
C -2.30796 21.03813 6.35603
C -3.48277 22.03268 6.62288
O -4.63195 21.34790 6.27518
C -4.33270 20.32843 5.53174
O -5.16381 19.58309 4.97832
O -2.93964 20.06284 5.61058
H -1.13982 21.65818 4.65011
H -0.30294 20.65624 5.70122
H -0.51681 22.36521 6.13179
H -1.97873 20.63138 7.31221
H -3.27008 22.90341 6.00263
H -3.51639 22.26053 7.68827
C -18.36685 21.51719 11.91822
C -19.55324 21.87617 11.04565
C -20.86819 21.32055 11.56660
O -21.57525 22.45715 12.08518
C -20.97362 23.54028 11.71415
O -21.38298 24.66786 12.01847
O -19.71263 23.23327 11.22285
H -17.54505 22.20749 11.72790
H -17.99449 20.54683 11.58978
H -18.56779 21.47006 12.98849
H -19.50868 21.67464 9.97536
H -20.78519 20.58618 12.36779
H -21.44855 20.88069 10.75555
*
```

---

No. 2
ORCA calculation (ωB97M-V/def2-TZVPD) on 2 unconnected molecules or ions with the total composition C28H43F4OSi4 in a non-equilibrium geometry.

The HOMO energy is -10.53 eV. The value obtained for the HOMO-LUMO gap is 4.47 eV.

```
! RIJCOSX wB97M-V def2-TZVPD def2/J DEFGRID3
* xyz 1 1
F -2.54879 3.35340 -4.89683
C -2.37374 2.04142 -4.51463
C -3.47835 1.19399 -4.58103
C -3.27645 -0.12117 -4.15883
F -4.33681 -0.99707 -4.22197
C -2.06923 -0.57956 -3.67767
C -0.93755 0.28725 -3.64791
C 0.29822 -0.31657 -3.27265
C 1.55474 0.24266 -3.66553
C 2.46274 -0.61285 -4.34737
C 3.67778 -0.11028 -4.76707
F 4.64027 -0.98785 -5.21195
C 3.99986 1.24645 -4.70365
C 3.09778 2.06824 -4.03139
F 3.37035 3.41948 -3.96758
C 1.93203 1.59442 -3.43489
C -1.11475 1.63547 -4.08769
H -4.44329 1.53210 -4.94553
H -1.96160 -1.61248 -3.33968
H 0.24028 -1.40485 -3.22704
H 2.17680 -1.64473 -4.56132
H 4.90889 1.63661 -5.14447
H 1.30329 2.24870 -2.82803
H -0.28596 2.34081 -4.11698
C -3.37401 -0.80417 4.06380
Si -1.85333 -1.76149 3.48211
C -0.98076 -2.51748 4.97455
C -2.32801 -3.12239 2.26453
Si -0.44876 -0.28887 2.29561
Si -1.69798 0.90237 0.74126
C -2.94644 2.04431 1.55203
C -0.44884 1.86085 -0.29836
C -2.56635 -0.35795 -0.35251
Si 0.38652 1.18014 3.93676
C -0.99340 2.28157 4.60139
C 1.14538 0.24032 5.38526
C 1.70616 2.20330 3.06162
O 0.81150 -1.06718 1.36467
C 1.48394 -1.01730 0.18960
C 1.01368 -1.59346 -0.97503
C 1.93727 -2.55109 -1.64634
C 3.42706 -2.15544 -1.56685
C 3.60680 -0.75103 -1.01055
C 2.93010 -0.64010 0.34626
H -4.01324 -1.50301 4.62424
H -3.11824 0.02721 4.73242
H -3.96165 -0.40619 3.22687
H -1.50270 -3.44162 5.26454
H 0.05933 -2.78089 4.74070
H -0.97349 -1.84444 5.84145
H -2.85445 -3.92004 2.81153
H -2.98361 -2.76388 1.46062
H -1.43044 -3.56234 1.80470
H -3.53176 2.49570 0.73794
H -3.64151 1.51875 2.21637
H -2.47354 2.85436 2.11729
H -0.92275 2.14970 -1.24749
H -0.11752 2.77209 0.21829
H 0.44378 1.26528 -0.54547
H -3.12902 0.18918 -1.12303
H -1.85966 -1.01672 -0.87040
H -3.27063 -0.99092 0.20158
H -0.58867 2.82906 5.46564
H -1.32840 3.01925 3.86317
H -1.86767 1.71507 4.94330
H 1.85171 0.90468 5.90524
H 0.38896 -0.08666 6.11068
H 1.70154 -0.64515 5.05081
H 2.16259 2.88162 3.79965
H 2.50380 1.56985 2.64756
H 1.29095 2.81375 2.24812
H -0.05951 -1.73080 -1.10029
H 1.84338 -3.54617 -1.17808
H 1.65296 -2.70228 -2.69085
H 3.95064 -2.87452 -0.92164
H 3.88509 -2.23652 -2.56173
H 4.67160 -0.49524 -0.95038
H 3.14554 -0.04732 -1.71346
H 3.01692 0.37988 0.75227
H 3.41264 -1.32923 1.05971
*
```

---

No. 3
ORCA calculation (ωB97M-V/def2-TZVPD) on a molecular structure, C28H44BaBrN3P2 in a non-equilibrium geometry.

The HOMO energy (spin up / spin down) is -13.04 / -13.26 eV. The value obtained for the HOMO-LUMO gap (spin up / spin down) is 6.49 / 7.23 eV.

```
! RIJCOSX wB97M-V def2-TZVPD def2/J DEFGRID3
* xyz 2 1
N -4.66066 -1.33883 3.33658
C -4.00002 -0.26257 3.75896
C -4.00270 0.93853 3.05419
C -4.76919 1.00917 1.86545
C -5.40291 -0.16554 1.39504
C -5.36482 -1.28951 2.20650
C -4.82094 2.25740 1.16552
Ba -0.06130 1.04992 0.20428
P 2.83838 -0.12374 -1.50920
C -4.73414 2.39693 -0.19833
C -3.42238 2.74361 -0.71236
C -2.98708 2.20686 -1.94214
C -1.65111 2.32943 -2.34146
C -0.83615 3.17253 -1.58872
C -1.20458 3.67064 -0.32289
C -2.51538 3.46114 0.11257
Br 0.98482 3.57467 -2.26704
H -4.81631 3.13276 1.82738
H -5.54433 2.17077 -0.88722
H -3.45559 1.80963 3.41032
H -5.95569 -0.15208 0.45457
H -3.46984 -0.34482 4.71027
H -5.93306 -2.18911 1.94620
H -3.70911 1.65585 -2.53396
H -2.88525 3.89005 1.05835
H -1.25298 1.83573 -3.22430
H -0.46834 4.19613 0.30121
P -0.71336 -2.19415 0.22139
C 3.03101 1.53550 -0.67579
C 4.13825 2.48589 -1.12743
H 3.03896 1.35948 0.41555
H 2.08081 2.09566 -0.90832
H 4.16659 3.35264 -0.46036
H 5.14411 2.06907 -1.08448
H 3.96007 2.86793 -2.14314
C 2.36340 0.36660 -3.22360
C 3.51069 0.46716 -4.21901
H 1.81973 1.33067 -3.19356
H 1.62959 -0.38705 -3.56775
H 3.13374 0.79316 -5.20185
H 4.27356 1.19975 -3.92115
H 3.99766 -0.50904 -4.32949
C 4.44639 -1.00455 -1.57222
C 5.73390 -0.24286 -1.32557
H 4.50556 -1.56138 -2.51507
H 4.34444 -1.77186 -0.78940
H 6.58138 -0.93448 -1.28088
H 5.94442 0.47615 -2.11968
H 5.71254 0.28925 -0.37459
C 0.30344 -3.61272 0.79432
C 1.79785 -3.55830 0.48873
H -0.15335 -4.52751 0.38417
H 0.14745 -3.66069 1.88098
H 2.27242 -4.47090 0.87486
H 1.98378 -3.49327 -0.59075
H 2.28711 -2.70544 0.97554
C -0.54589 -2.34319 -1.62086
C -1.57135 -1.58067 -2.45278
H -0.61185 -3.42193 -1.81936
H 0.48075 -2.03103 -1.87836
H -1.49486 -1.90265 -3.50042
H -2.59635 -1.78367 -2.11634
H -1.42469 -0.49086 -2.44548
C -2.39941 -2.88351 0.48340
C -2.63373 -3.47080 1.87311
H -2.58944 -3.64140 -0.29145
H -3.09906 -2.05518 0.29393
H -3.67760 -3.79136 1.97326
H -1.99240 -4.34202 2.05776
H -2.45586 -2.72745 2.65827
N 2.61119 0.09562 2.88228
C 2.83888 0.52945 4.13575
C 1.95506 1.58831 4.34762
C 1.21890 1.71365 3.16850
N 1.64152 0.82397 2.22692
H 3.08426 -0.66142 2.40229
H 3.60559 0.09000 4.76586
H 1.85289 2.18621 5.23095
H 0.42202 2.40974 2.93390
*
```

---

Calculated total energy for every record listed, in sequence, given in eV: -72712.760; -74155.906; -123518.420.
Relative energy (zero: lowest compared OMol25 entry of this formula, charge and spin) for every record listed, in sequence, given in kJ/mol: 419.43; 172.14; 333.25.